The following is a DFT calculation (ωB97M-V/def2-TZVPD) of a molecular structure, C16H17Br3F6N2O5PS6SbTi.

CARTESIAN COORDINATES (ANGSTROEM)
Ti -0.642 1.066 -0.418
Br -2.547 2.022 -4.356
C -2.555 3.894 -3.871
Br -0.799 4.672 -3.822
H -2.983 3.976 -2.881
H -3.136 4.420 -4.616
S -2.711 2.961 3.052
Sb -1.692 3.742 1.210
S -2.472 2.407 -0.669
S 0.445 2.455 0.950
S -1.279 5.837 0.598
O -5.719 -2.777 0.560
C -4.661 -1.966 0.421
C -4.382 -0.912 1.292
C -3.277 -0.131 1.053
N -2.430 -0.367 0.037
C -2.734 -1.356 -0.794
Br -1.543 -1.530 -2.249
C -3.819 -2.185 -0.662
H -6.250 -2.521 1.324
H -5.031 -0.685 2.128
H -3.065 0.732 1.678
H -4.024 -2.970 -1.375
C -0.501 -0.051 3.180
P 0.147 -0.624 1.576
C -0.499 -2.331 1.522
C 1.924 -0.804 1.941
C 2.668 0.308 2.341
C 4.014 0.181 2.647
C 4.635 -1.056 2.569
C 3.899 -2.169 2.193
C 2.554 -2.046 1.882
H -0.147 0.957 3.386
H -0.161 -0.730 3.962
H -1.588 -0.020 3.170
H -0.094 -2.919 2.346
H -0.241 -2.801 0.576
H -1.583 -2.295 1.628
H 2.202 1.279 2.420
H 4.576 1.056 2.948
H 5.687 -1.154 2.803
H 4.374 -3.140 2.130
H 2.011 -2.923 1.563
F 3.850 2.113 -2.640
C 2.794 2.271 -1.860
F 2.389 3.529 -1.902
F 3.107 1.936 -0.619
S 1.419 1.172 -2.496
O 0.172 1.866 -2.116
O 1.667 0.982 -3.878
N 1.306 -0.080 -1.557
S 2.270 -1.377 -1.575
O 1.579 -2.408 -0.867
O 3.624 -1.040 -1.283
C 2.305 -1.987 -3.333
F 3.170 -1.302 -4.058
F 2.681 -3.261 -3.291
F 1.095 -1.915 -3.894

The orbital gap comes out at 6.66 eV. The charge is 0. As for the energy above the lowest of the compared OMol25 structures with the same formula, charge and spin: 40.0 kcal per mole. The value obtained for the total energy is -13247.1650 hartree. The value obtained for the HOMO energy is -8.40 eV. For the LUMO energy, the calculation gives -1.74 eV.



The following is a DFT calculation (ωB97M-V/def2-TZVPD) of a molecular structure, C29H24BrIrN4O7.

CARTESIAN COORDINATES (ANGSTROEM)
Ir -0.680 -0.874 1.269
Br 1.345 -0.406 8.361
C 0.970 -0.826 6.565
C 1.373 -2.066 6.044
C 1.109 -2.385 4.739
C 0.434 -1.488 3.889
O 0.248 -1.893 2.649
C 0.019 -0.237 4.419
C -0.691 0.771 3.699
N -1.085 0.697 2.470
C -1.793 1.748 1.815
C -2.183 2.938 2.368
C -2.892 3.880 1.597
C -3.213 3.626 0.294
C -2.831 2.405 -0.304
C -3.142 2.052 -1.640
C -2.751 0.844 -2.132
C -2.029 -0.033 -1.304
N -1.718 0.276 -0.067
C -2.113 1.478 0.464
C 0.309 0.065 5.769
H 1.893 -2.769 6.679
H 1.416 -3.335 4.325
H -0.911 1.676 4.256
H -1.967 3.179 3.399
H -3.188 4.812 2.058
H -3.766 4.349 -0.292
H -3.692 2.751 -2.257
H -2.967 0.544 -3.147
H -1.697 -0.992 -1.671
H -0.005 1.020 6.172
O 0.978 -5.498 -2.135
C 0.548 -4.483 -1.378
C -0.684 -4.510 -0.710
C -1.027 -3.410 0.040
N -0.198 -2.379 0.093
C 0.984 -2.317 -0.510
C 1.402 -3.374 -1.277
C 1.715 -1.017 -0.223
O 2.828 -0.810 -0.609
O 1.000 -0.140 0.501
C -2.286 -3.182 0.867
O -3.139 -4.016 0.956
O -2.350 -1.966 1.422
H 0.343 -6.226 -2.144
H -1.353 -5.360 -0.762
H 2.354 -3.357 -1.787
O 0.436 -0.390 -2.708
C 0.681 0.504 -3.499
C 1.622 0.349 -4.662
C 2.789 1.348 -4.451
C 3.129 1.664 -2.979
C 2.281 2.761 -2.309
C 0.822 2.383 -2.049
N 0.237 1.802 -3.276
H 1.109 0.547 -5.605
H 1.971 -0.682 -4.678
H 2.579 2.284 -4.977
H 3.672 0.929 -4.934
H 4.166 2.002 -2.948
H 3.098 0.751 -2.380
H 2.305 3.656 -2.941
H 2.744 3.041 -1.360
H 0.238 3.255 -1.750
H 0.741 1.635 -1.260
H 0.463 2.396 -4.065

The orbital gap (alpha / beta) comes out at 7.17 / 5.76 eV. The charge is +1. As for the energy above the lowest of the compared OMol25 structures with the same formula, charge and spin: 0.0 kcal per mole. The value obtained for the total energy is -4543.4694 hartree. Its expectation value of S² is 0.758. As for the spin multiplicity: 2. The value obtained for the HOMO energy (alpha / beta) is -11.11 / -11.14 eV. For the LUMO energy (alpha / beta), the calculation gives -3.93 / -5.38 eV.



The following is a DFT calculation (ωB97M-V/def2-TZVPD) of a molecular structure, C4H4CsO2.

CARTESIAN COORDINATES (ANGSTROEM)
H 0.023 0.046 -1.682
O -2.748 1.570 -0.331
C -1.868 0.975 0.020
C -0.774 0.172 0.458
C 0.246 -0.291 -0.667
C 0.689 -1.628 -0.403
H -1.000 -0.400 1.366
H 1.130 -1.887 0.560
H 0.547 -2.372 -1.185
O 0.525 0.729 0.270
Cs 3.231 3.085 1.594

The orbital gap (alpha / beta) comes out at 8.02 / 11.12 eV. The charge is +2. As for the energy above the lowest of the compared OMol25 structures with the same formula, charge and spin: 9.2 kcal per mole. The value obtained for the total energy is -324.7120 hartree. Its expectation value of S² is 0.762. As for the spin multiplicity: 2. The value obtained for the HOMO energy (alpha / beta) is -16.51 / -20.21 eV. For the LUMO energy (alpha / beta), the calculation gives -8.49 / -9.09 eV.



The following is a DFT calculation (ωB97M-V/def2-TZVPD) of 6 unconnected molecules or ions with the total composition C8H32BNO8.

CARTESIAN COORDINATES (ANGSTROEM)
N -0.132 -0.190 -0.653
H -0.731 0.637 -0.938
H 0.609 0.093 -0.003
H 0.358 -0.391 -1.537
H -0.664 -1.000 -0.317
B -1.435 2.243 -1.525
H -1.954 3.146 -2.028
H -0.456 1.892 -2.035
H -1.199 2.479 -0.410
H -2.243 1.406 -1.554
C 2.272 0.825 1.826
C 2.930 -0.522 1.544
O 2.013 -1.412 0.929
O 1.792 1.462 0.619
H 2.998 1.451 2.343
H 1.385 0.647 2.440
H 3.239 -0.931 2.512
H 3.819 -0.415 0.915
H 2.510 -2.157 0.581
H 1.986 2.395 0.743
C 3.947 -0.532 -3.484
C 2.872 0.093 -2.597
O 1.575 -0.371 -2.925
O 3.872 -0.011 -4.823
H 3.876 -1.622 -3.517
H 4.942 -0.253 -3.137
H 2.973 1.181 -2.608
H 3.058 -0.197 -1.560
H 1.449 -0.278 -3.874
H 3.054 -0.345 -5.204
C -3.548 -3.335 -0.214
C -2.420 -2.803 0.614
O -1.193 -2.715 -0.107
O -3.292 -4.693 -0.607
H -3.741 -2.723 -1.097
H -4.449 -3.352 0.410
H -2.227 -3.453 1.475
H -2.752 -1.841 1.013
H -0.789 -3.583 -0.040
H -3.747 -4.840 -1.439
C -2.687 2.818 3.315
C -1.764 1.612 3.145
O -1.642 1.210 1.794
O -2.124 4.056 2.893
H -2.919 2.940 4.381
H -3.649 2.665 2.832
H -2.186 0.736 3.644
H -0.802 1.796 3.643
H -1.486 2.000 1.244
H -1.301 4.182 3.374

The orbital gap comes out at 8.38 eV. The charge is 0. The value obtained for the total energy is -1005.3656 hartree. The value obtained for the HOMO energy is -8.29 eV. For the LUMO energy, the calculation gives 0.09 eV.



The following is a DFT calculation (ωB97M-V/def2-TZVPD) of 4 unconnected molecules or ions with the total composition C34H55F6O16P3S.

CARTESIAN COORDINATES (ANGSTROEM)
C -2.957 -4.258 1.252
C -1.739 -4.522 0.405
C -1.751 -5.331 -0.718
C -0.580 -5.505 -1.441
C 0.616 -4.895 -1.101
C 1.851 -5.183 -1.943
C 1.849 -4.483 -3.323
C 1.878 -6.720 -2.213
C 0.627 -4.061 0.020
O 1.830 -3.468 0.370
C 1.758 -2.173 0.914
C 2.125 -0.981 0.005
C 3.576 -1.027 -0.517
C 3.893 -2.107 -1.523
F 3.900 0.186 -1.129
C 2.070 0.270 0.962
C 0.893 1.229 0.735
C -0.434 0.530 0.504
C -1.504 1.577 0.130
F -1.519 2.560 1.070
F -2.725 0.959 0.144
C -1.338 2.183 -1.244
C -0.848 3.477 -1.382
C -0.669 4.017 -2.642
C -0.962 3.306 -3.788
C -1.472 2.025 -3.651
C -1.813 1.162 -4.838
F -2.866 0.364 -4.572
F -0.780 0.325 -5.088
F -2.027 1.861 -5.957
C -1.660 1.487 -2.394
O -0.443 -0.445 -0.546
S 0.940 -0.678 -1.305
O 1.330 0.432 -2.116
O 0.762 -1.867 -2.077
C -0.539 -3.919 0.751
H -2.665 -4.207 2.302
H -3.368 -3.274 1.015
H -3.726 -5.011 1.097
H -2.679 -5.803 -1.014
H -0.648 -6.151 -2.306
H 2.756 -5.002 -1.367
H 1.972 -5.231 -4.108
H 0.916 -3.964 -3.523
H 2.700 -3.811 -3.395
H 2.855 -7.046 -2.568
H 1.189 -6.905 -3.042
H 1.493 -7.302 -1.377
H 0.800 -1.934 1.374
H 2.498 -2.134 1.719
H 4.213 -1.080 0.373
H 4.927 -1.942 -1.836
H 3.845 -3.108 -1.109
H 3.279 -1.959 -2.408
H 1.964 -0.102 1.986
H 3.006 0.820 0.940
H 1.153 1.915 -0.073
H 0.786 1.845 1.628
H -0.784 0.103 1.449
H -0.614 4.057 -0.500
H -0.287 5.027 -2.714
H -0.802 3.701 -4.781
H -2.037 0.478 -2.292
H -0.529 -3.289 1.634
C -5.697 0.168 -5.412
O -6.858 1.018 -5.570
P -7.604 1.529 -4.219
O -8.469 0.404 -3.803
O -8.390 2.712 -4.984
C -9.102 2.456 -6.190
O -7.319 2.422 -2.920
C -8.458 2.953 -2.238
H -5.302 -0.044 -6.401
H -4.938 0.667 -4.826
H -5.986 -0.768 -4.930
H -9.588 1.480 -6.161
H -8.425 2.507 -7.042
H -9.862 3.229 -6.290
H -9.182 2.170 -2.022
H -8.919 3.747 -2.822
H -8.090 3.369 -1.302
C -3.174 2.962 8.362
O -1.921 3.073 7.654
P -1.963 2.982 6.028
O -2.022 1.535 5.726
O -0.492 3.624 5.860
C 0.611 3.138 6.618
O -2.565 3.765 4.773
C -1.932 3.534 3.509
H -2.964 3.083 9.421
H -3.868 3.741 8.049
H -3.615 1.979 8.191
H 0.558 2.056 6.742
H 0.636 3.621 7.594
H 1.518 3.390 6.072
H -1.851 2.472 3.307
H -0.950 4.004 3.481
H -2.562 3.992 2.752
C 8.257 -0.348 5.135
O 8.712 0.168 3.867
P 7.585 0.545 2.753
O 7.225 -0.745 2.122
O 8.599 1.444 1.886
C 9.889 0.956 1.524
O 6.349 1.538 2.530
C 5.966 1.784 1.174
H 9.133 -0.504 5.758
H 7.595 0.362 5.629
H 7.743 -1.299 4.990
H 9.857 -0.109 1.292
H 10.597 1.138 2.331
H 10.207 1.503 0.639
H 5.829 0.851 0.630
H 6.699 2.409 0.669
H 5.017 2.316 1.207

The orbital gap comes out at 8.30 eV. The charge is 0. As for the energy above the lowest of the compared OMol25 structures with the same formula, charge and spin: 0.0 kcal per mole. The value obtained for the total energy is -4553.9561 hartree. Its SMILES is Cc1ccc(C(C)C)c(OC[C@]2([C@@H](C)F)CC[C@@H](C(F)(F)c3cccc(C(F)(F)F)c3)OS2(=O)=O)c1.COP(=O)(OC)OC.COP(=O)(OC)OC.COP(=O)(OC)OC. The value obtained for the HOMO energy is -8.31 eV. For the LUMO energy, the calculation gives -0.02 eV.



The following is a DFT calculation (ωB97M-V/def2-TZVPD) of 2 unconnected molecules or ions with the total composition C2H7ClSi2.

CARTESIAN COORDINATES (ANGSTROEM)
C 1.391 0.088 1.889
Si 2.014 0.133 0.317
Cl 2.062 -1.232 -1.225
H 1.232 0.955 2.532
H 0.762 -0.752 2.209
H 2.794 1.217 -0.298
C -1.900 -0.984 -0.587
Si -1.587 0.696 -1.159
H -2.684 -1.552 -1.042
H -1.194 -1.365 0.143
H -0.520 1.538 -0.579
H -2.370 1.258 -2.202

The orbital gap comes out at 8.56 eV. The charge is 0. As for the energy above the lowest of the compared OMol25 structures with the same formula, charge and spin: 82.9 kcal per mole. The value obtained for the total energy is -1119.4617 hartree. Its SMILES is C=[SiH]Cl.C=[SiH2]. The value obtained for the HOMO energy is -8.43 eV. For the LUMO energy, the calculation gives 0.13 eV.



Number 1: F_max 0.0149 hartree/bohr. Number 2: F_max 0.0024 hartree/bohr. Number 3: F_max 0.0188 hartree/bohr. Number 4: F_max 0.0324 hartree/bohr. Number 5: F_max 0.1056 hartree/bohr. Number 6: F_max 0.0751 hartree/bohr.